Formula: C22H23N3O3
Source: the OMol25 dataset
Level of theory: the ωB97M-V functional and the def2-TZVPD basis

HOMO level, eV: -7.63
Frontier orbital gap, eV: 8.12
DFT total energy, hartree: -1242.06758
ΔE to the lowest compared entry with this formula, charge and spin, kcal per mole: 110.01

The geometry in XYZ format:
```
51
C22H23N3O3, DFT the ωB97M-V functional and the def2-TZVPD basis
C 1.00498 -4.56668 1.12949
C 1.20470 -3.75512 -0.11264
C 2.47970 -3.46886 -0.58107
C 2.67202 -2.70952 -1.72186
C 1.58283 -2.22467 -2.42440
C 0.30442 -2.48785 -1.96913
C 0.11115 -3.23931 -0.81552
C -1.28669 -3.52276 -0.36265
O -1.73084 -4.63030 -0.20669
O -2.10935 -2.47417 -0.16962
N -1.65820 -1.15268 -0.27306
C -0.65970 -0.83285 0.45879
C -0.05213 0.44587 0.50153
C -0.46419 1.70381 0.03784
N -1.55474 2.10541 -0.67403
C -2.16757 1.30700 -1.71570
C -3.59112 0.87310 -1.34751
O -4.37962 1.96758 -0.92770
C -3.78766 2.60228 0.17545
C -2.41374 3.17499 -0.20134
N 0.46421 2.64523 0.41601
C 0.52531 4.01193 -0.02397
C 1.47510 2.03487 1.12468
C 2.60932 2.57972 1.70553
C 3.47758 1.71617 2.34594
C 3.22062 0.34836 2.40493
C 2.08865 -0.19417 1.83177
C 1.19401 0.65646 1.19088
H 1.95502 -4.94024 1.50342
H 0.34465 -5.40685 0.92437
H 0.53434 -3.96960 1.91202
H 3.33553 -3.84882 -0.04165
H 3.67448 -2.49886 -2.06378
H 1.72616 -1.64020 -3.32059
H -0.55438 -2.11313 -2.50838
H -0.19319 -1.56975 1.11687
H -1.55880 0.42494 -1.89588
H -2.20561 1.92697 -2.62163
H -4.09407 0.45107 -2.21779
H -3.53613 0.11664 -0.55420
H -4.46530 3.40400 0.47558
H -3.66966 1.88956 1.00653
H -1.97513 3.65851 0.66976
H -2.55516 3.91132 -1.00302
H -0.06302 4.13139 -0.93148
H 0.15829 4.70407 0.73929
H 1.56325 4.26348 -0.24549
H 2.81424 3.63871 1.66415
H 4.37185 2.10764 2.80694
H 3.92351 -0.29708 2.91016
H 1.91006 -1.25764 1.87886
```

Atomic partial charges in e from the natural (NBO) method, atoms 1 to 8: -0.6449 0.0266 -0.2094 -0.1887 -0.2237 -0.1624 -0.1853 0.7670